1.
Computed, not measured: a molecular structure, C28H29ClFeN8O2S3, with ωB97M-V with the def2-TZVPD basis set.

Values from the calculation:
- frontier orbital gap (spin up / spin down) (eV) = 5.675 / 6.534
- max |F| (Eh/bohr) = 0.031
- lowest unoccupied orbital energy (spin up / spin down) (eV) = -3.38 / -3.38

ORCA input file:
```
! RIJCOSX wB97M-V def2-TZVPD def2/J DEFGRID3
* xyz 1 2
Fe 0.2769 0.2731 0.1997
C 1.1470 2.5708 3.6450
C 1.0983 1.5855 2.5245
N 0.2620 1.6608 1.5518
N -0.6099 2.7007 1.4587
C -1.3046 2.8744 0.2873
N -2.1038 3.9485 0.2650
S -1.1554 1.8381 -1.0032
C 2.0563 0.4618 2.3868
C 3.0642 0.1905 3.2944
C 3.9199 -0.8767 3.0454
C 3.7415 -1.6329 1.9041
C 2.7110 -1.2954 1.0354
N 1.9010 -0.2726 1.2672
H 0.1471 2.7813 4.0323
H 1.5902 3.5102 3.3000
H 1.7404 2.2097 4.4785
H -0.5990 3.4164 2.1699
H -2.1282 4.6350 0.9994
H -2.6194 4.1343 -0.5785
H 3.1959 0.7946 4.1794
H 4.7148 -1.1076 3.7414
H 4.3803 -2.4742 1.6775
H 2.5312 -1.8517 0.1245
O 3.3577 -0.9800 -4.0429
C 2.5225 -2.0220 -3.9061
C 2.6932 -3.0927 -4.7864
C 1.8739 -4.1977 -4.7124
C 0.8576 -4.2673 -3.7594
C 0.6854 -3.2148 -2.8883
C 1.5063 -2.0818 -2.9354
C 1.2624 -0.9974 -1.9638
O 0.3040 -1.1284 -1.1207
N 2.0598 0.0512 -1.9950
N 1.7178 1.0180 -1.0462
C 2.5260 2.0072 -1.0381
S 2.2828 3.4229 -0.0217
C 3.9413 4.0954 -0.3087
C 4.2900 3.8073 -1.7540
S 3.9421 2.0585 -2.0726
H 3.1068 -0.3068 -3.3721
H 3.4814 -3.0216 -5.5237
H 2.0221 -5.0161 -5.4053
H 0.2107 -5.1321 -3.7089
H -0.1042 -3.2379 -2.1498
H 4.6459 3.6171 0.3703
H 3.9038 5.1640 -0.1013
H 5.3464 3.9794 -1.9552
H 3.6928 4.4184 -2.4296
Cl -8.7132 -1.4293 -1.7153
C -7.1860 -0.9944 -1.0304
C -6.0109 -1.3768 -1.6729
C -4.7964 -1.0385 -1.1224
C -4.7145 -0.3060 0.0894
C -3.4738 0.0286 0.6397
C -5.9338 0.0715 0.7059
C -7.1491 -0.2680 0.1572
H -6.0654 -1.9344 -2.5976
H -3.8791 -1.3319 -1.6185
H -3.4146 0.5713 1.5757
H -2.5491 -0.2815 0.1690
H -5.9033 0.6382 1.6289
H -8.0753 0.0210 0.6344
N -1.7572 -1.9242 3.1840
C -1.6456 -2.8817 2.2065
C -0.9617 -2.2936 1.1914
N -0.6514 -0.9951 1.5399
C -1.1545 -0.8062 2.7382
H -2.2194 -2.0302 4.0703
H -2.0568 -3.8685 2.3171
H -0.6662 -2.6912 0.2375
H -1.1086 0.1035 3.3123
*
```

Table of Löwdin atomic charges, one value per atom, all in e:
1 Fe 0.289
2 C 0.002
3 C -0.276
4 N -0.051
5 N 0.030
6 C -0.798
7 N 0.125
8 S 0.857
9 C -0.188
10 C 0.013
11 C -0.028
12 C -0.010
13 C -0.049
14 N 0.060
15 H 0.092
16 H 0.099
17 H 0.078
18 H 0.140
19 H 0.116
20 H 0.112
21 H 0.111
22 H 0.120
23 H 0.120
24 H 0.127
25 O 0.056
26 C -0.263
27 C -0.008
28 C -0.072
29 C -0.087
30 C -0.029
31 C -0.076
32 C -0.425
33 O -0.134
34 N 0.022
35 N -0.159
36 C -0.869
37 S 0.937
38 C -0.508
39 C -0.512
40 S 0.988
41 H 0.036
42 H 0.121
43 H 0.108
44 H 0.101
45 H 0.103
46 H 0.080
47 H 0.083
48 H 0.085
49 H 0.082
50 Cl 0.684
51 C -0.670
52 C -0.101
53 C -0.029
54 C -0.306
55 C 0.039
56 C -0.042
57 C -0.107
58 H 0.108
59 H 0.116
60 H 0.061
61 H 0.010
62 H 0.110
63 H 0.107
64 N 0.085
65 C -0.053
66 C -0.094
67 N -0.005
68 C -0.176
69 H 0.161
70 H 0.122
71 H 0.101
72 H 0.130

***

2.
Computed, not measured: a molecular structure, C28H29Ge2N3O2Re, with ωB97M-V with the def2-TZVPD basis set.

Values from the calculation:
- frontier orbital gap (spin up / spin down) (eV) = 6.722 / 6.892
- max |F| (Eh/bohr) = 0.013
- lowest unoccupied orbital energy (spin up / spin down) (eV) = -7.53 / -7.36

ORCA input file:
```
! RIJCOSX wB97M-V def2-TZVPD def2/J DEFGRID3
* xyz 2 2
Re 0.9123 -0.8124 1.2668
O 0.5542 0.6420 4.9926
C 0.6464 -0.0589 4.0351
N 1.3827 0.1854 2.8584
C 2.4469 1.1096 2.7986
O 2.7551 1.9046 3.6295
C 3.2283 0.9012 1.5166
C 4.3770 1.6051 1.2503
C 5.0836 1.2984 0.0909
C 4.6186 0.2956 -0.7485
C 3.4509 -0.3691 -0.4255
N 2.7565 -0.0583 0.6818
C 0.0009 -1.4279 3.9401
C -0.5475 -2.0349 5.0446
C -0.9459 -3.3631 4.9374
C -0.7648 -4.0334 3.7351
C -0.2355 -3.3519 2.6565
N 0.1097 -2.0561 2.7410
H 4.7034 2.3587 1.9539
H 5.9964 1.8286 -0.1458
H 5.1502 0.0228 -1.6486
H 3.0375 -1.1430 -1.0585
H -0.6175 -1.4739 5.9667
H -1.3632 -3.8778 5.7927
H -1.0284 -5.0756 3.6274
H -0.0914 -3.8294 1.7005
C -2.0229 -2.8121 -0.1488
Ge -2.2139 -0.8594 -0.0886
C -3.3762 -0.3585 1.3868
C -2.7827 -0.2875 -1.8624
C -0.4625 0.2227 0.4663
H -2.6174 -3.1474 -0.9999
H -2.4506 -3.2605 0.7460
H -1.0165 -3.2006 -0.3021
H -4.3276 -0.8801 1.2734
H -3.5772 0.7114 1.4072
H -2.9425 -0.6491 2.3449
H -2.5908 -1.0927 -2.5700
H -2.3130 0.6215 -2.2278
H -3.8583 -0.1076 -1.8199
H -0.7889 0.9899 1.1876
Ge 0.2406 1.3233 -1.1185
C -1.0433 2.7313 -1.4563
C -0.7704 3.5994 -2.5135
C -1.5937 4.6889 -2.7547
C -2.6811 4.9335 -1.9292
C -2.9502 4.0849 -0.8644
C -2.1315 2.9916 -0.6290
C 0.6617 -0.0116 -2.4640
C 1.1620 0.3597 -3.7113
C 1.5192 -0.6035 -4.6447
C 1.3866 -1.9527 -4.3463
C 0.8912 -2.3417 -3.1093
C 0.5306 -1.3706 -2.1863
H 1.5374 1.9881 -0.6188
H 0.0807 3.4355 -3.1655
H -1.3805 5.3514 -3.5826
H -3.3162 5.7896 -2.1122
H -3.7947 4.2786 -0.2169
H -2.3639 2.3387 0.2053
H 1.2822 1.4053 -3.9694
H 1.9032 -0.3003 -5.6094
H 1.6613 -2.6990 -5.0793
H 0.7753 -3.3921 -2.8758
H 0.1181 -1.7043 -1.2302
*
```

Table of natural (NBO) atomic charges, one value per atom, all in e:
1 Re 1.337
2 O -0.434
3 C 0.637
4 N -0.653
5 C 0.638
6 O -0.436
7 C 0.134
8 C -0.180
9 C -0.072
10 C -0.223
11 C 0.099
12 N -0.491
13 C 0.133
14 C -0.183
15 C -0.071
16 C -0.226
17 C 0.100
18 N -0.497
19 H 0.280
20 H 0.260
21 H 0.263
22 H 0.240
23 H 0.281
24 H 0.261
25 H 0.265
26 H 0.229
27 C -1.096
28 Ge 1.609
29 C -1.086
30 C -1.082
31 C -1.179
32 H 0.269
33 H 0.244
34 H 0.219
35 H 0.266
36 H 0.251
37 H 0.233
38 H 0.252
39 H 0.254
40 H 0.266
41 H 0.286
42 Ge 1.375
43 C -0.481
44 C -0.198
45 C -0.186
46 C -0.169
47 C -0.210
48 C -0.157
49 C -0.385
50 C -0.228
51 C -0.167
52 C -0.183
53 C -0.199
54 C -0.283
55 H -0.144
56 H 0.212
57 H 0.237
58 H 0.238
59 H 0.232
60 H 0.185
61 H 0.224
62 H 0.240
63 H 0.242
64 H 0.230
65 H 0.175

***

3.
Computed, not measured: a molecular structure, C28H29N2O6Ru, with ωB97M-V with the def2-TZVPD basis set.

Values from the calculation:
- frontier orbital gap (spin up / spin down) (eV) = 6.372 / 6.745
- max |F| (Eh/bohr) = 0.087
- lowest unoccupied orbital energy (spin up / spin down) (eV) = -2.22 / -1.77

ORCA input file:
```
! RIJCOSX wB97M-V def2-TZVPD def2/J DEFGRID3
* xyz 0 2
Ru -0.6422 -0.3479 0.8546
O -4.3539 1.8642 1.0532
C -3.4696 1.1060 0.7254
O -2.4979 0.7002 1.4087
C -3.6009 0.4751 -0.7335
C -3.4887 -1.0617 -0.7105
C -4.2133 -1.5897 -1.9596
C -3.2316 -1.1534 -3.0608
C -2.0808 -0.5585 -2.2247
O -2.1242 -1.3192 -1.0210
C -2.5009 0.8360 -1.7364
C -1.2582 1.5907 -1.0931
O -1.3842 2.7808 -0.8938
O -0.2263 0.8735 -0.9414
H -4.5797 0.8160 -1.0714
H -3.7673 -1.5406 0.2268
H -5.2033 -1.1533 -2.0680
H -4.3083 -2.6739 -1.9064
H -3.6549 -0.4065 -3.7293
H -2.8895 -1.9995 -3.6519
H -1.0861 -0.6052 -2.6733
H -2.8659 1.5027 -2.5183
C 4.5128 3.2380 -2.7216
C 4.6329 3.9253 -1.3604
N 3.7405 3.3721 -0.3496
C 2.4895 4.0673 -0.1273
C 1.5260 3.9108 -1.2992
C 4.1376 2.2570 0.2952
O 5.2071 1.7129 0.0747
C 3.2345 1.6795 1.3474
C 3.7578 1.3632 2.6002
C 2.9294 0.7524 3.5287
C 1.6133 0.4811 3.1924
N 1.1170 0.7609 1.9866
C 1.9173 1.3300 1.0869
H 5.2516 3.6556 -3.4027
H 3.5269 3.3799 -3.1571
H 4.7005 2.1727 -2.6161
H 4.4056 4.9907 -1.4577
H 5.6603 3.8070 -0.9979
H 2.7075 5.1288 0.0292
H 2.0276 3.6956 0.7866
H 1.8725 4.4624 -2.1681
H 0.5404 4.2781 -1.0315
H 1.4238 2.8637 -1.5716
H 4.7854 1.6053 2.8318
H 3.2977 0.4988 4.5107
H 0.9211 0.0525 3.9067
H 1.4699 1.5252 0.1214
C -3.4010 -4.9234 1.7486
C -3.5052 -3.5784 2.1306
C -2.4208 -2.7446 2.0346
C -1.1926 -3.2175 1.5215
C -0.0827 -2.3480 1.3257
C 1.1419 -2.8814 0.9770
C 1.2873 -4.2622 0.7659
C 0.2002 -5.0938 0.8400
C -1.0681 -4.6011 1.2113
C -2.2056 -5.4297 1.3141
H -4.2692 -5.5610 1.8320
H -4.4487 -3.2179 2.5142
H -2.4738 -1.7136 2.3933
H 2.0143 -2.2419 0.8719
H 2.2614 -4.6626 0.5235
H 0.3042 -6.1510 0.6424
H -2.1176 -6.4730 1.0427
*
```

Table of natural (NBO) atomic charges, one value per atom, all in e:
1 Ru 1.326
2 O -0.613
3 C 0.808
4 O -0.731
5 C -0.355
6 C 0.070
7 C -0.422
8 C -0.433
9 C 0.090
10 O -0.533
11 C -0.368
12 C 0.792
13 O -0.624
14 O -0.765
15 H 0.237
16 H 0.226
17 H 0.218
18 H 0.214
19 H 0.216
20 H 0.217
21 H 0.225
22 H 0.243
23 C -0.617
24 C -0.216
25 N -0.418
26 C -0.210
27 C -0.629
28 C 0.658
29 O -0.625
30 C -0.147
31 C -0.094
32 C -0.253
33 C 0.063
34 N -0.467
35 C 0.047
36 H 0.213
37 H 0.207
38 H 0.222
39 H 0.196
40 H 0.226
41 H 0.197
42 H 0.211
43 H 0.199
44 H 0.254
45 H 0.213
46 H 0.240
47 H 0.234
48 H 0.218
49 H 0.256
50 C -0.215
51 C -0.198
52 C -0.208
53 C -0.109
54 C -0.193
55 C -0.243
56 C -0.216
57 C -0.191
58 C 0.020
59 C -0.193
60 H 0.217
61 H 0.221
62 H 0.226
63 H 0.220
64 H 0.220
65 H 0.214
66 H 0.211

***

Q: Which energy above the lowest of the compared OMol25 structures with the same formula, charge and spin values were calculated for the entries above? A: 13.4 17.5 52.7, in kcal/mol.